P) 29
Properties=species:S:1:pos:R:3:mulliken_charge:R:1 method="wB97M-V/def2-TZVPD" gap_ev="7.018 / 6.453" lumo_energy_ev="-3.61 / -4.01" homo_energy_ha="-0.3907 / -0.3845" total_charge=+1
O 0.497 1.264 1.157 -0.5948
N -1.321 -0.085 -0.422 -0.1476
N 0.999 -0.646 -0.042 -0.0566
C -0.342 -2.176 -1.393 -1.3893
C -0.128 -0.900 -0.622 0.4774
C 1.455 0.412 0.654 0.4575
C -3.127 1.530 0.076 -1.4846
C 2.735 0.466 1.268 0.9339
C 3.740 -0.698 1.040 -1.3872
C -3.502 -0.277 -1.719 -1.2382
C -2.595 0.421 -0.787 1.0013
C 3.231 1.617 1.830 -1.3206
H -0.956 -2.021 -2.277 0.3539
H -3.301 0.015 -2.802 0.2858
H 4.326 1.478 2.080 0.2418
H -0.810 -2.959 -0.680 0.2479
H -4.116 1.765 -0.195 0.4147
H 4.630 -0.611 1.773 0.3981
H 0.891 1.976 1.756 0.3101
H -2.439 2.333 -0.085 0.3999
H -4.487 0.223 -1.601 0.3911
H 4.122 -0.757 -0.005 0.3241
H 1.833 -1.299 -0.380 0.2916
H 3.138 -1.591 1.267 0.3714
H -3.573 -1.336 -1.449 0.3470
H -1.018 0.623 0.286 0.2440
H 0.634 -2.498 -1.722 0.4549
H -3.203 1.217 1.106 0.3734
H 2.686 2.513 1.889 0.2992

Q) 29
Properties=species:S:1:pos:R:3:mulliken_charge:R:1 method="wB97M-V/def2-TZVPD" gap_ev="7.353 / 7.354" lumo_energy_ev="-6.08 / -6.08" homo_energy_ha="-0.4935 / -0.4936" total_charge=+1 smiles="CCCN1C(=C(CC)CC)[N+]1=O"
O 0.642 2.501 1.492 -0.4830
N 1.230 0.174 1.645 -0.1912
N 0.570 1.304 1.377 0.6754
C 2.359 -0.503 0.983 -0.6272
C -2.309 0.956 -0.017 -1.0821
C -1.704 -2.379 0.972 -1.2121
C -0.050 0.224 1.013 -0.0237
C 2.151 -0.461 -0.520 0.4503
C -1.914 2.000 -1.095 -1.1070
C -1.470 -1.498 -0.304 -0.5908
C -1.171 -0.122 0.107 0.7781
C 2.654 0.773 -1.176 -1.3629
H -0.498 -2.029 -0.750 0.2474
H 2.872 1.741 -0.647 0.3158
H 2.048 0.853 -2.101 0.3244
H 2.720 -1.312 -1.043 0.4908
H -2.389 -1.931 1.636 0.3703
H -0.800 -2.406 1.584 0.3541
H -2.698 2.817 -1.082 0.3312
H -2.048 -3.341 0.558 0.3884
H -2.297 -1.711 -0.951 0.5165
H 3.176 0.056 1.486 0.3738
H 1.098 -0.649 -0.771 -0.3592
H -0.911 2.433 -0.883 0.3035
H 3.681 0.605 -1.458 0.4193
H -2.421 1.235 0.985 0.4460
H 2.449 -1.465 1.380 0.2914
H -3.089 0.502 -0.389 0.5432
H -1.882 1.634 -2.033 0.4190

Ranked by calculated energy, most stable first: P), Q).

P) 6
Properties=species:S:1:pos:R:3:mulliken_charge:R:1 method="wB97M-V/def2-TZVPD" gap_ev="8.666 / 8.668" lumo_energy_ev="-1.22 / -1.22" homo_energy_ha="-0.3634 / -0.3634"
O 1.257 0.443 -0.189 -0.4202
C -1.114 -0.156 0.347 -0.3154
C -2.227 0.155 -0.168 -0.2116
C 0.357 -0.448 0.128 0.1686
H 0.643 -1.404 -0.135 0.3776
H 1.083 1.410 0.015 0.4010

Q) 6
Properties=species:S:1:pos:R:3:mulliken_charge:R:1 method="wB97M-V/def2-TZVPD" gap_ev=10.540 lumo_energy_ev=0.04 homo_energy_ha=-0.3857 smiles="C#CC=O"
O -0.170 -1.684 0.365 -0.4160
C 0.503 -0.838 -0.164 0.2064
C -0.114 0.345 -0.777 -0.3035
C -0.666 1.204 -0.118 -0.1310
H -1.141 1.703 0.695 0.3453
H 1.587 -0.731 -0.001 0.2988

Ranked by calculated energy, most stable first: Q), P).